# 1
58
Properties=species:S:1:pos:R:3 method="wB97M-V/def2-TZVPD" smiles="CCOS(C)(=O)=O.CCOS(C)(=O)=O.CCOS(C)(=O)=O.O=C1OCCO1.O" total_energy_ha=-2647.86986 relative_energy_kcal_mol=0.00 gap_ev=10.5
H 8.19377 -16.85693 -16.68030
O 10.20815 -16.35478 -18.39545
O 15.89088 -19.87069 -15.68384
H 7.55926 -16.58692 -21.43304
O 10.75222 -16.15454 -14.75552
C 16.99368 -14.61587 -12.73445
C 8.04403 -15.83064 -16.99988
S 15.65174 -21.25827 -15.53499
O 10.24414 -19.03517 -11.42650
O 15.07109 -15.25219 -14.38574
O 10.22639 -13.97525 -14.82584
C 13.53564 -12.31913 -10.98459
C 14.79543 -13.02768 -11.41919
H 9.38979 -18.27229 -20.48904
O 14.69535 -21.47533 -14.28807
H 13.62180 -20.40104 -11.73716
S 15.28409 -15.02642 -13.00950
C 13.11122 -20.79335 -12.61396
H 12.68158 -12.98797 -11.06447
C 11.36044 -17.02544 -13.81157
H 7.01638 -15.60169 -17.26458
O 16.73685 -22.15964 -15.36938
H 14.48851 -19.49476 -13.67769
H 10.70543 -17.87424 -13.62075
H 13.64985 -11.93659 -9.97223
C 10.72979 -14.89058 -14.26132
S 9.00500 -15.58727 -18.45125
H 10.52474 -17.01069 -20.87882
H 9.77411 -19.29921 -10.63035
H 15.14252 -22.08898 -17.72654
H 8.44128 -15.12888 -16.26929
H 13.35996 -11.45963 -11.63354
O 14.52361 -13.68916 -12.65445
C 9.52518 -17.38529 -21.10691
H 8.78743 -15.35063 -21.18374
H 12.30887 -17.42029 -14.17609
H 9.62580 -19.22186 -12.13892
H 14.04664 -22.68076 -16.43834
O 8.00188 -16.25469 -19.49162
H 15.61968 -12.31962 -11.56812
O 14.88278 -16.00304 -12.03876
C 8.44771 -16.33538 -20.85882
H 12.49651 -16.27490 -12.12466
H 17.12425 -13.60187 -13.10116
H 13.02852 -21.87530 -12.57642
C 13.87151 -20.36945 -13.87151
H 17.55808 -15.34774 -13.30346
H 9.54703 -17.66741 -22.16022
C 11.50036 -16.16062 -12.54880
H 10.79191 -16.43405 -11.76848
H 17.18527 -14.70676 -11.67129
C 14.59536 -21.82762 -16.82734
H 15.15244 -13.73086 -10.65954
H 13.89998 -21.01618 -17.04298
O 11.31749 -14.84244 -13.05226
O 9.08085 -14.19228 -18.75074
H 12.12781 -20.32751 -12.63870
H 13.17128 -20.11036 -14.67111

---

# 2
83
Properties=species:S:1:pos:R:3 method="wB97M-V/def2-TZVPD" total_energy_ha=-1450.19261 relative_energy_kcal_mol=204.79 gap_ev=9.0
H 22.43938 0.42999 -4.32544
C 17.71500 -0.39848 -3.40604
C 20.56487 0.35964 1.48334
C 23.40872 1.05517 -0.68443
H 19.48935 1.26257 -3.65002
H 18.05814 2.31268 1.46413
H 18.58241 0.06917 -3.87184
C 24.21770 2.22076 -1.33418
H 23.57965 0.98345 1.23146
H 20.56456 3.41479 4.73533
C 20.13306 0.82778 5.41248
O 24.21581 0.53005 0.40326
H 15.37930 -0.83203 3.28624
H 18.15670 -4.09573 1.02670
O 17.78233 -1.76720 -3.62597
H 18.54942 -2.73079 -0.15734
H 21.57195 2.03883 5.68140
H 24.39143 3.10237 -0.71718
H 16.22546 -2.95955 0.58772
C 21.10849 0.69625 -2.62629
C 19.40016 0.67144 4.08801
H 19.57720 0.54483 6.30637
H 23.62481 2.49684 -2.20617
N 15.68244 -1.60532 2.71158
H 24.83736 -0.11370 0.05562
H 21.10628 2.39592 -0.21852
H 20.63462 -3.29175 2.03117
H 19.99123 0.85204 3.19017
H 15.15000 0.64942 1.43758
H 18.63030 1.84980 -0.16583
H 18.79255 3.16998 2.89826
H 20.38901 -0.62968 1.90573
O 20.61534 2.11097 5.71724
H 16.44063 1.00972 2.42239
H 23.44716 2.32042 1.92920
H 17.47361 -1.32339 1.93240
H 20.40055 3.10527 0.84790
O 19.95526 0.45645 -3.41617
H 21.03936 0.22385 5.36770
H 14.77696 -1.86108 2.34439
H 17.66175 0.88246 -1.72184
C 16.46074 -1.04748 1.63904
O 19.86719 -4.35825 -0.06567
H 20.39962 -2.00010 1.04250
C 22.22813 1.19656 -3.57989
H 17.17505 -0.55762 -1.22189
H 19.88745 -4.17196 -1.00720
H 21.55982 0.63204 1.83544
H 19.95355 1.12881 1.95531
H 23.23861 1.19736 -3.17118
O 20.33724 3.99897 4.00823
H 18.52460 1.29123 3.89468
H 21.45101 0.01738 -0.52712
O 20.34959 1.84159 -0.42286
H 19.02698 -0.35249 4.06821
H 15.03807 -1.72926 -0.00658
H 16.60595 -1.52678 -0.44535
H 21.39576 -0.23498 -2.13802
H 20.97114 1.50554 -1.90917
C 16.21968 0.45340 1.51147
H 18.89596 -0.27908 -1.50765
O 23.09388 1.43082 1.92437
H 16.94734 -2.22569 -3.74509
C 19.80845 -2.73458 1.58944
H 20.34760 4.85180 1.26794
H 19.68380 0.01776 -0.47058
H 25.21630 2.00749 -1.71553
H 22.37988 1.29788 -0.41858
H 23.23624 0.30659 -1.45773
H 22.04218 2.11970 -4.12882
C 17.89939 -0.16019 -1.93289
C 19.87286 3.30913 2.93917
C 20.56805 3.84715 1.62870
H 18.68529 0.79157 1.37079
H 21.65695 3.83500 1.67598
C 18.14272 1.49906 0.74374
H 16.82466 0.02155 -3.87399
C 20.58143 0.48319 -0.06346
O 16.84862 1.04928 0.41735
C 18.91682 -3.49197 0.53093
H 20.27799 2.30498 3.06423
C 16.03336 -1.90271 0.40255
H 19.31794 -2.27446 2.44723

---

# 3
64
Properties=species:S:1:pos:R:3 method="wB97M-V/def2-TZVPD" charge=+2 total_energy_ha=-11858.85218 gap_ev="5.5 / 5.5"
H 4.06022 0.02307 -1.13311
Se -5.59624 0.13061 -2.07707
H -1.43753 2.31569 3.49412
H 1.10432 -0.33055 2.33411
Te -0.95458 -2.78931 0.29713
H 0.04651 0.47177 -3.91032
C -1.04461 -6.31382 1.01231
Sb -4.10328 1.31980 -0.54389
C 0.68505 -4.71771 0.40434
Si 1.90969 1.16785 0.39297
H 1.70076 3.38122 -1.70446
H 1.29341 0.16916 -2.69901
H 3.54979 2.45347 -0.94134
C -1.69859 2.00494 2.48040
C 1.21963 -3.33702 0.58484
H 1.48249 -3.05313 1.59768
C 0.22646 0.34008 -2.83997
H 3.88950 -1.34928 -0.01703
C 0.13164 1.62682 -0.06287
H 0.95391 3.47683 -3.29100
H -1.86709 4.08962 -0.69136
H 0.21140 4.30307 -1.92605
H -1.89117 -6.60254 1.62174
O 2.13449 -0.30055 -0.42495
Si -0.62126 2.87836 1.18822
C -0.38950 -5.11048 1.26471
C -0.91718 -4.01422 2.13707
H -1.46773 2.82469 -3.76816
Si -0.33622 1.87305 -1.90895
H 2.82578 0.02885 2.35527
H 1.91998 -3.00326 -0.16945
H -1.63519 0.91775 2.45853
H 1.77658 -5.13865 -1.39849
H 0.22776 4.50192 2.80091
C -0.60346 -7.13053 -0.01116
C 1.02574 -5.49654 -0.70614
H 1.65096 1.23251 2.90565
H 1.18383 4.57043 1.32471
C 3.41502 -0.80062 -0.83263
C 3.29601 2.35527 0.11462
H -2.57441 1.60731 -3.12252
C 0.41658 -6.72151 -0.87534
H 4.18406 2.00781 0.64971
C 0.74307 3.39499 -2.22049
H 0.71347 -7.35625 -1.69908
C 1.85368 0.48117 2.14546
Se -6.28319 2.89899 -1.00935
Se -2.26490 -0.62399 -0.12768
C -1.77818 4.14312 0.39160
H -1.08526 -8.08561 -0.17190
Se -6.12090 1.89826 1.02766
H -2.46026 3.20131 -2.36759
C -1.88452 2.40954 -2.84808
C 0.71095 3.88887 2.03589
H -1.46024 5.15677 0.64352
H -1.85692 -4.20394 2.64246
H -2.78004 4.01905 0.80941
H -0.30048 -0.56828 -2.54920
H 1.49845 3.32142 2.53070
Ru -0.03017 -0.42832 0.49726
H -0.17583 -3.55469 2.78324
H 3.04512 3.34233 0.50258
H 3.27555 -1.46416 -1.68463
H -2.74295 2.26722 2.30447

---

# 4
18
Properties=species:S:1:pos:R:3 method="wB97M-V/def2-TZVPD" smiles="C=CC[C@H](N)CO" total_energy_ha=-327.00299 relative_energy_kcal_mol=80.55 gap_ev=10.0
H 1.32508 0.19483 -1.29592
C 1.98550 -0.54428 0.65802
N 0.03312 -1.45448 -0.58273
H -2.10756 -0.28314 0.45864
C -0.27829 0.72787 0.34383
O 1.34054 -1.25569 1.68721
H 2.87014 -1.05829 0.38950
H 0.45639 -2.34368 -0.49694
H -3.21493 1.36146 -1.23562
H -1.72138 2.40734 -1.19951
H -0.25643 -1.49583 -1.56960
C -1.70978 0.66495 0.07079
C -2.24331 1.57752 -0.81531
H 2.22831 0.39850 1.17677
C 0.88141 -0.30855 -0.41833
H -0.02017 0.70067 1.37391
H 0.02991 1.64402 -0.18034
H 0.40144 -0.93322 1.63564

---

# 5
100
Properties=species:S:1:pos:R:3 method="wB97M-V/def2-TZVPD" charge=-1 total_energy_ha=-13049.51934 gap_ev=8.1
H -6.74983 -9.97439 -17.74245
H -6.73270 -12.94585 -20.43354
H -12.19786 -8.36739 -11.86186
C -9.62340 -11.02967 -15.34039
H -7.33191 -6.84555 -27.27204
F -10.77633 -7.50620 -19.26245
C -8.41997 -6.90900 -27.25772
H -15.38392 -6.37057 -19.33127
H -13.84197 -7.15691 -12.96168
H -15.99698 -11.18925 -20.76065
C -7.28843 -6.35537 -22.59399
H -4.08168 -9.98181 -19.04792
H -8.83760 -11.61467 -22.32310
H -15.94168 -10.31525 -22.31107
H -11.53402 -8.08072 -15.70159
H -6.87929 -9.28218 -23.59644
H -6.16144 -6.55978 -24.37801
C -6.66245 -12.09080 -19.76120
C -13.55770 -7.62186 -14.84069
H -4.05997 -6.49315 -20.95101
O -4.31422 -12.04103 -20.20480
C -4.87131 -6.99588 -22.91802
F -10.12099 -7.03123 -23.10514
F -13.49342 -14.35522 -23.33015
F -12.97001 -13.37046 -25.10791
Br -11.32175 -12.04577 -15.64379
H -10.04036 -8.08461 -28.22787
H -12.11964 -5.04760 -22.52971
O -14.50518 -7.05480 -15.25219
H -12.84911 -8.16411 -16.82149
O -10.87148 -6.35947 -25.99226
H -8.13980 -14.07887 -23.36778
H -12.29197 -9.52926 -13.31738
O -6.65097 -11.90681 -24.48550
H -6.61466 -9.04538 -19.23764
H -8.91820 -7.29036 -29.31016
F -9.96298 -10.82105 -20.38196
C -12.14089 -8.51792 -12.93991
As -10.44007 -9.14885 -19.83096
H -7.41635 -11.34135 -20.00215
H -11.22807 -8.03432 -13.28775
H -5.58203 -8.65129 -17.91908
F -8.97708 -8.52581 -20.65674
C -6.74642 -10.13217 -22.92715
C -10.23146 -7.80863 -24.14684
O -13.90815 -12.05007 -22.21330
C -13.97739 -10.83511 -21.45220
H -9.76582 -13.39992 -22.91809
H -5.50026 -7.58215 -20.80810
H -12.37966 -6.49664 -19.48934
H -7.44750 -9.84294 -22.14425
Br -8.05589 -11.91093 -16.17122
H -7.88758 -7.15162 -22.15228
H -13.33194 -10.10313 -21.93768
H -7.91132 -5.68917 -23.19089
H -13.42541 -10.91176 -20.51542
C -14.41692 -6.78858 -19.05147
F -11.39891 -8.90900 -21.33392
F -9.39834 -8.86327 -24.02681
N -8.28695 -12.01333 -23.07005
C -4.62976 -7.30517 -21.40275
O -3.99050 -7.23886 -23.71127
Br -9.34684 -10.59599 -13.39975
H -14.54157 -7.87086 -19.08639
F -11.49729 -8.37741 -24.19171
N -13.28132 -6.20744 -19.84072
C -7.19990 -11.41514 -23.54344
C -6.04624 -9.49782 -18.42505
N -5.03281 -10.32161 -19.04817
F -11.87933 -9.84808 -18.98185
H -6.91844 -12.48064 -18.77601
C -13.87668 -13.38391 -24.16225
N -6.10023 -6.73514 -23.38524
C -13.45696 -5.36905 -20.84458
H -9.70106 -10.03826 -15.78667
H -14.36503 -6.41332 -18.02941
C -13.86041 -12.05972 -23.53087
H -11.30500 -5.21846 -20.95644
F -15.10702 -13.60609 -24.68515
C -12.18801 -4.82995 -21.46385
H -12.56347 -9.44922 -15.60593
N -13.21098 -7.70317 -13.53051
H -9.22089 -13.23176 -24.57044
H -5.71783 -10.19239 -22.57153
H -12.24490 -3.74410 -21.38774
C -15.46795 -10.42957 -21.33608
H -8.78274 -5.89167 -27.40448
O -14.55424 -4.97737 -21.24823
O -8.79408 -7.37374 -25.96910
H -6.96822 -5.74281 -21.75118
C -8.98989 -7.82789 -28.36463
F -9.55012 -9.49180 -18.27525
O -13.83827 -11.05409 -24.23407
H -8.36081 -8.71534 -28.29542
C -12.58029 -8.37438 -15.78630
C -5.25988 -11.47302 -19.64924
H -4.12806 -8.27230 -21.37028
C -8.87586 -13.29322 -23.53832
C -9.98603 -7.09721 -25.43190
H -15.47619 -9.41411 -20.94002

---

# 6
71
Properties=species:S:1:pos:R:3 method="wB97M-V/def2-TZVPD" charge=+1 total_energy_ha=-2076.32816 relative_energy_kcal_mol=76.22 gap_ev="4.4 / 3.5"
H -0.91415 -4.35171 6.55534
C 0.47469 -1.61520 4.15535
H -0.13842 2.95929 9.03388
H -1.26893 -1.88040 -4.65902
C 1.06296 -1.23850 1.79768
H -0.26470 -3.95747 4.87521
H 1.44305 -3.07592 -4.12112
H 1.88880 -1.38186 -4.21795
H 2.65537 -2.43378 -2.99742
C -0.82969 0.87302 4.36177
O 0.91380 -0.42188 0.71245
H -0.31234 1.19106 8.96589
C -0.33920 0.43832 3.15541
Al -0.83080 0.10551 0.54822
H 0.60857 3.25750 -1.48253
C -1.38058 2.11672 10.59059
F -2.53204 3.73635 5.78372
H -3.92759 4.31176 10.00281
C -1.08042 0.48436 6.73217
C -0.68711 0.00450 5.49924
C -1.66119 1.76056 6.89470
H -2.22114 4.33387 8.24361
H -1.64857 4.12266 10.53537
C -0.26130 -2.26438 6.32093
N 0.61665 -2.21849 -1.27374
H 1.78450 -2.68633 0.12110
O 1.79665 -2.80275 -0.88360
H -0.90572 -0.13092 7.62028
H 1.79933 -2.99102 5.94496
C -1.91993 2.50489 5.71269
C 0.91691 -3.13502 6.57588
N -0.98071 -0.30256 -1.91375
C 1.72087 -2.20542 -3.51352
H -4.02119 2.52763 9.99454
C 0.63488 -1.84513 -2.55206
H -2.36854 -1.30692 -0.14288
H -0.86997 -1.89951 -0.21250
O -1.97776 1.27856 -0.14625
H -2.58219 3.36391 11.68911
C -0.85930 2.11968 9.16201
H -1.79679 2.20543 -0.13093
H -2.10250 0.84932 -1.34970
C -3.37745 3.39126 9.80467
H 1.09108 -3.41654 7.60890
H -0.43314 4.20958 0.54161
N -0.17088 -1.29057 5.31125
H -1.78427 2.66535 3.59515
N -1.94421 2.24110 8.19042
H 0.98619 -2.57329 4.08766
H -3.62404 3.36907 7.67936
O 1.64740 -2.27580 1.68504
O -1.61634 -1.46940 0.45131
H -0.21626 2.73632 1.29249
C -0.92647 -0.88545 -4.33742
C 1.06995 2.69638 -0.68500
O -2.15256 0.36647 -2.24366
H -1.99451 1.24449 10.82000
O -0.05666 3.31870 0.45570
O -0.74236 1.16538 2.04304
H -0.86831 -1.98275 7.15951
H -0.16202 -0.57117 -5.06279
N -2.23578 3.30962 10.73299
H 1.28829 1.53215 -1.08169
H 1.78728 2.99150 0.04668
C -1.55141 2.07780 4.48744
C -0.45079 -0.94804 -2.92101
H -0.55598 2.19013 11.30493
C -0.30181 -3.70273 5.93054
H -1.77985 -0.21100 -4.41614
C -2.79687 3.39702 8.39707
C 0.40231 -0.75851 3.03532